1.
The following is a quantum chemistry calculation of a single C6H4N4O2 molecule, from the Open Molecules 2025 dataset.

The frontier orbital gap comes out at 9.0750 eV. Its relative energy (zero: lowest compared OMol25 entry of this formula, charge and spin) is 0.0 kJ/mol. The SMILES is O=c1[nH]c2cncnc2nc1O. As for the max |F|: 2.23 eV Å⁻¹. The calculation puts the electronic energy at -600.579651 Ha. Its HOMO energy is -9.6 eV.

Each line ends with the Löwdin charge.
Atoms and positions in Å:
O1 0.05386 2.92224 1.45630  0.13
H1 -0.63135 3.43584 0.94461  0.12
H2 -0.82305 -1.95301 -1.97767  0.12
C1 0.02501 1.73971 0.89930  -0.32
H3 1.95121 -3.31992 0.75031  0.11
N1 -0.93036 0.58958 -0.88389  0.19
C2 -0.21964 -0.53596 -0.43852  -0.16
O2 -1.58353 2.79811 -0.47757  0.08
N2 1.46395 -1.35751 1.06924  0.16
N3 0.61619 -2.77170 -0.70503  0.08
H4 -1.60453 0.49864 -1.64030  0.17
C3 -0.18913 -1.76899 -1.09248  -0.07
N4 0.79778 0.79737 1.31281  0.23
C4 1.36632 -2.46538 0.38889  -0.21
C5 0.64801 -0.38434 0.61573  -0.28
C6 -0.94074 1.77533 -0.22173  -0.37

2.
The following is a quantum chemistry calculation of a single C6H4O molecule, from the Open Molecules 2025 dataset.

The frontier orbital gap comes out at 10.1172 eV. Its relative energy (zero: lowest compared OMol25 entry of this formula, charge and spin) is 265.3 kJ/mol. The SMILES is C#CC(=O)C#CC. As for the max |F|: 1.05 eV Å⁻¹. The calculation puts the electronic energy at -306.110489 Ha. Its HOMO energy is -10.2 eV.

Each line ends with the Löwdin charge.
Atoms and positions in Å:
H1 0.38762 -3.08861 -0.63469  0.09
O1 -0.94208 0.95599 2.34863  0.11
C1 -0.18377 0.91103 1.40670  -0.47
C2 -0.07897 -1.08455 -0.33124  -0.04
H2 0.67410 -2.05602 -2.05270  0.08
C3 -0.13031 -0.17447 0.45647  0.06
C4 0.00273 -2.24134 -1.20997  -0.09
C5 0.61565 2.07138 1.03509  -0.03
C6 0.46580 3.14440 0.50300  0.16
H3 0.17548 4.06951 0.07240  0.04
H4 -0.98625 -2.50731 -1.59370  0.08

3.
The following is a quantum chemistry calculation of a single C6H4O molecule, from the Open Molecules 2025 dataset.

The frontier orbital gap comes out at 8.6070 eV. Its relative energy (zero: lowest compared OMol25 entry of this formula, charge and spin) is 418.2 kJ/mol. The SMILES is O=C/C=C\C1=C=C1. As for the max |F|: 0.88 eV Å⁻¹. The calculation puts the electronic energy at -306.052237 Ha. Its HOMO energy is -8.8 eV.

Each line ends with the Löwdin charge.
Atoms and positions in Å:
C1 -0.03017 1.02180 -0.45384  -0.04
H1 -2.08713 -1.46429 0.62494  0.12
C2 -1.10236 0.42264 0.09621  -0.07
H2 0.16597 2.08862 -0.37566  0.13
C3 2.01463 -0.90959 -0.69383  0.14
C4 1.89550 -0.00127 0.37174  -0.02
O1 -0.80890 -1.71051 -0.91376  0.04
C5 1.12076 0.20739 -0.69345  -0.24
H3 -1.77531 0.99601 0.72237  0.10
C6 -1.34635 -1.02291 -0.06892  -0.27
H4 1.95335 0.37210 1.38421  0.12

4.
The following is a quantum chemistry calculation of a single C6H4O molecule, from the Open Molecules 2025 dataset.

The frontier orbital gap comes out at 9.6287 eV. Its relative energy (zero: lowest compared OMol25 entry of this formula, charge and spin) is 85.7 kJ/mol. The SMILES is C#Cc1ccco1. As for the max |F|: 0.34 eV Å⁻¹. The calculation puts the electronic energy at -306.178876 Ha. Its HOMO energy is -8.6 eV.

Each line ends with the Löwdin charge.
Atoms and positions in Å:
O1 -0.07516 0.81103 0.98764  0.04
H1 -0.87490 -3.53102 1.77998  0.03
C1 -0.08692 -1.57890 0.92639  -0.05
C2 -0.01974 1.83657 0.10956  -0.11
H2 -0.21443 2.81021 0.53663  0.12
C3 -0.45645 -2.62405 1.39749  0.13
H3 0.59460 -0.74106 -1.81302  0.12
H4 0.31642 1.98961 -2.03980  0.10
C4 0.39110 -0.02900 -1.02586  -0.02
C5 0.16809 -0.33198 0.28424  -0.31
C6 0.25738 1.38860 -1.14325  -0.06

5.
The following is a quantum chemistry calculation of a molecular structure, C6H4O, from the Open Molecules 2025 dataset.

The frontier orbital gap comes out at 8.4593 eV. Its relative energy (zero: lowest compared OMol25 entry of this formula, charge and spin) is 633.8 kJ/mol. As for the max |F|: 2.17 eV Å⁻¹. The calculation puts the electronic energy at -305.970142 Ha. Its HOMO energy is -9.5 eV.

Each line ends with the Löwdin charge.
Atoms and positions in Å:
O1 -0.26189 0.88748 0.65108  0.00
H1 4.17167 -0.28540 1.08830  0.05
C1 1.95906 -0.04829 0.58756  -0.02
H2 -2.30226 1.01100 0.70568  0.06
C2 -0.58286 -1.62598 -1.49320  0.06
C3 0.06511 -0.88947 -0.70170  -0.23
C4 0.56854 0.00361 0.19129  -0.40
H3 -2.31386 -0.35822 -0.49356  0.06
C5 3.13074 -0.18018 0.84801  0.17
H4 -1.70850 1.25086 -1.03538  0.09
C6 -1.85600 0.60411 -0.17490  0.15

6.
The following is a quantum chemistry calculation of 2 unconnected molecules or ions with the total composition C6H4O3S, from the Open Molecules 2025 dataset.

The frontier orbital gap (spin up / spin down) comes out at 7.2762 / 6.8976 eV. Its relative energy (zero: lowest compared OMol25 entry of this formula, charge and spin) is 345.4 kJ/mol. As for the max |F|: 3.76 eV Å⁻¹. The calculation puts the electronic energy at -854.762272 Ha. Its HOMO energy (spin up / spin down) is -9.1 / -9.4 eV.

Each line ends with the Löwdin charge.
Atoms and positions in Å:
C1 0.54447 0.10191 0.14844  -0.08
C2 -2.19543 -0.07593 0.02918  -0.40
O1 4.31098 0.83318 0.13439  -0.41
H1 -1.72431 -2.07900 -0.27650  0.09
C3 -1.50740 1.23098 0.03008  0.05
O2 -3.42569 -0.21178 0.06857  0.09
C4 -0.11189 1.27717 0.08954  -0.11
S1 3.11404 0.03412 -0.14693  0.88
H2 0.17367 2.31828 0.03161  0.11
C5 -1.29907 -1.17436 -0.16572  0.01
H3 0.74224 -1.96784 -0.00030  0.10
O3 3.25858 -1.35358 0.02640  -0.39
C6 0.03482 -1.17633 -0.00343  -0.07
H4 -1.91501 2.24319 0.03466  0.12

7.
The following is a quantum chemistry calculation of a single C6H4S molecule, from the Open Molecules 2025 dataset.

The frontier orbital gap comes out at 10.1512 eV. Its relative energy (zero: lowest compared OMol25 entry of this formula, charge and spin) is 120.7 kJ/mol. The SMILES is C#C[C@H]1S[C@@H]1C#C. As for the max |F|: 2.04 eV Å⁻¹. The calculation puts the electronic energy at -629.048844 Ha. Its HOMO energy is -9.4 eV.

Each line ends with the Löwdin charge.
Atoms and positions in Å:
C1 0.09848 -0.39437 1.82539  -0.15
H1 -0.41646 1.83304 -3.52105  0.02
S1 1.41686 -1.42978 -0.48049  0.92
C2 -0.01144 -0.37958 -0.66959  -0.60
H2 -1.00239 -0.89283 -0.59728  0.14
C3 -0.57522 -0.63811 2.80202  0.13
C4 -0.10183 0.61280 -1.66421  -0.16
H3 -1.18651 -0.63151 3.69114  0.04
H4 1.33872 0.75153 0.64150  0.11
C5 -0.32309 1.32381 -2.61099  0.14
C6 0.76289 -0.15500 0.58356  -0.59

8.
The following is a quantum chemistry calculation of 20 unconnected molecules or ions with the total composition C6H54NO21, from the Open Molecules 2025 dataset.

The frontier orbital gap comes out at 9.6983 eV. Its relative energy (zero: lowest compared OMol25 entry of this formula, charge and spin) is 29.3 kJ/mol. As for the max |F|: 8.88 eV Å⁻¹. As for the charge: +1. The calculation puts the electronic energy at -1895.285228 Ha. Its HOMO energy is -12.4 eV.

Each line ends with the Löwdin charge.
Atoms and positions in Å:
O1 2.63785 -4.12745 0.05005  0.09
O2 -0.47515 -1.80145 -1.39895  -0.18
O3 -2.78615 -1.13445 -3.63895  -0.01
H1 -1.57215 1.71955 5.69905  0.06
O4 0.38285 3.93455 2.11705  -0.19
H2 3.54785 0.79055 -1.39995  0.01
C1 1.08085 1.96155 1.08705  -0.06
H3 -2.36715 -1.17545 -2.80895  -0.04
H4 1.39385 5.12955 1.08805  0.01
H5 -0.70815 -6.33745 -3.46995  -0.01
H6 -0.08715 5.67655 2.83805  0.05
H7 1.02585 -4.89545 -4.10995  0.04
H8 1.95385 -4.67045 0.14105  -0.02
H9 1.11685 -1.58445 -0.25195  0.05
H10 -0.22715 2.22855 2.69605  0.08
H11 -0.33715 -4.20245 0.87505  0.07
O5 3.64885 0.25155 -0.54595  -0.16
H12 2.72185 -2.13545 2.73205  0.11
C2 0.01685 2.67055 1.84405  -0.29
H13 3.83585 2.20655 -2.69395  0.16
C3 0.17985 -1.39845 -0.30695  -0.25
H14 3.35385 -4.23745 0.51905  -0.02
H15 0.79685 -3.27845 -2.20595  0.10
O6 -1.63115 -6.67545 -3.21195  -0.16
H16 -0.75815 0.71355 -0.59195  0.14
O7 0.95985 -5.90645 -3.97395  -0.11
H17 -4.08415 -2.45145 -0.44095  0.05
O8 -0.18515 -4.79245 1.73505  -0.06
H18 -0.26115 -1.75545 0.55505  0.11
H19 1.95585 2.19555 1.73805  0.17
H20 0.95585 0.43855 -1.23295  0.15
H21 0.10685 -2.48545 -5.01395  0.00
H22 1.64085 0.08855 1.08405  0.06
H23 0.23085 0.06155 1.63105  0.10
H24 -3.85015 2.22355 2.08905  0.12
H25 -2.07015 3.10955 5.78105  -0.03
H26 -4.59215 4.61555 -0.48295  0.00
O9 -3.53715 -2.09845 -1.16395  -0.10
O10 4.03985 -2.42545 -1.60695  0.00
H27 1.06385 2.51455 0.17405  0.12
H28 1.55585 -3.00545 -5.34295  0.15
H29 -1.88415 3.63955 -1.54395  -0.03
H30 3.65085 -1.78945 1.75805  0.06
H31 -3.63615 1.54455 0.71505  0.05
H32 -2.00715 5.11255 7.17505  0.02
H33 -0.75215 -3.66845 -1.08895  0.11
O11 2.10385 5.80955 0.94605  -0.08
H34 1.81285 -6.37745 -3.74495  0.09
H35 -0.75815 4.45255 3.72305  0.06
H36 3.88285 -0.76945 -0.75195  0.06
H37 2.21985 1.96355 -2.92095  0.00
O12 2.72085 -1.53045 1.90005  -0.07
H38 0.29885 -1.17045 3.62205  0.05
C4 0.19985 0.13155 -0.41195  -0.02
H39 4.95085 -2.59845 -1.55195  0.04
O13 -4.09315 4.81255 0.26205  -0.03
O14 -1.39615 4.67055 6.65505  -0.04
H40 -1.07915 -0.59845 3.57205  0.08
H41 -0.32115 2.41355 -2.32095  -0.04
N1 0.81185 0.51655 0.91305  0.07
H42 -3.54115 -3.03945 -1.60095  0.11
O15 -0.25215 -0.64145 3.09005  0.01
H43 0.41985 -5.34645 1.30905  -0.02
H44 -0.50715 5.10155 6.48805  0.10
H45 -3.91415 3.97355 0.66305  -0.04
H46 -1.61115 4.72255 2.27905  0.14
H47 -2.60615 2.36155 -1.60295  0.06
O16 0.55785 2.49955 -2.60795  -0.06
H48 0.65785 3.44355 -2.92995  0.11
H49 3.45985 -2.94445 -1.09495  -0.03
H50 -1.02915 2.67655 1.43705  0.13
O17 -1.78715 2.79755 -1.50895  0.07
H51 -3.26915 -1.90045 -3.79295  0.00
O18 -2.41715 2.24155 5.51805  -0.11
H52 -1.81615 -7.25445 -4.04195  0.08
H53 1.77285 5.95555 0.04605  0.03
H54 -0.92215 -3.43545 -2.76795  0.06
O19 -3.39015 2.33155 1.19305  -0.07
O20 0.54485 -3.28945 -5.16695  -0.08
C5 -0.55815 4.80755 2.75305  -0.01
C6 -0.28915 -3.08945 -1.99795  -0.03
O21 3.09785 1.50855 -3.14895  -0.16